{
  "formula": "C29H33IKN3O3",
  "method": "the ωB97M-V functional and the def2-TZVPD basis",
  "elements": ["K", "C", "C", "C", "C", "C", "C", "C", "C", "C", "C", "C", "C", "H", "H", "H", "H", "H", "H", "H", "H", "H", "H", "H", "H", "H", "H", "H", "H", "H", "H", "O", "C", "O", "C", "C", "C", "C", "C", "N", "H", "H", "H", "H", "O", "C", "C", "C", "C", "C", "C", "N", "H", "H", "H", "H", "H", "H", "H", "I", "C", "C", "C", "C", "C", "N", "H", "H", "H", "H"],
  "positions_angstrom": [[-0.378, 0.453, 0.013], [-0.693, 3.016, 2.452], [-0.316, 1.569, 2.710], [-1.331, 0.607, 2.758], [-2.785, 1.025, 2.698], [-1.001, -0.751, 2.864], [-2.098, -1.788, 2.747], [0.330, -1.133, 3.064], [0.650, -2.590, 3.335], [1.351, -0.169, 3.033], [2.792, -0.624, 3.136], [1.028, 1.183, 2.855], [2.105, 2.252, 2.869], [-1.107, 3.489, 3.348], [-1.446, 3.079, 1.664], [0.159, 3.611, 2.129], [-3.401, 0.358, 3.302], [-3.171, 1.000, 1.673], [-2.917, 2.035, 3.085], [-2.610, -1.956, 3.702], [-1.707, -2.745, 2.405], [-2.849, -1.464, 2.024], [-0.123, -3.041, 3.956], [1.598, -2.703, 3.857], [0.710, -3.196, 2.421], [3.097, -0.794, 4.173], [3.480, 0.101, 2.706], [2.938, -1.557, 2.591], [3.012, 1.912, 3.361], [1.766, 3.133, 3.411], [2.375, 2.576, 1.859], [-3.148, 0.239, -0.510], [-2.535, 1.112, -1.163], [-1.840, 2.052, -0.706], [-2.519, 0.939, -2.670], [-3.360, 1.681, -3.493], [-3.288, 1.481, -4.859], [-2.375, 0.556, -5.355], [-1.579, -0.130, -4.453], [-1.644, 0.044, -3.131], [-4.043, 2.402, -3.059], [-3.932, 2.035, -5.532], [-2.280, 0.373, -6.417], [-0.853, -0.858, -4.803], [1.380, -1.341, 0.259], [1.465, -2.364, -0.714], [0.120, -2.655, -1.352], [0.030, -3.291, -2.581], [-1.229, -3.581, -3.081], [-2.346, -3.219, -2.348], [-2.162, -2.568, -1.141], [-0.949, -2.297, -0.640], [0.695, -1.596, 0.898], [1.853, -3.287, -0.272], [2.181, -2.036, -1.467], [0.928, -3.551, -3.130], [-1.336, -4.075, -4.039], [-3.346, -3.406, -2.714], [-3.008, -2.214, -0.567], [0.547, 3.112, -2.752], [2.358, 2.413, -1.980], [3.558, 2.987, -2.383], [4.729, 2.486, -1.840], [4.665, 1.442, -0.928], [3.419, 0.943, -0.591], [2.275, 1.420, -1.103], [3.564, 3.799, -3.096], [5.684, 2.908, -2.130], [5.560, 1.025, -0.484], [3.306, 0.133, 0.124]],
  "energy_ev": -65649.2418,
  "e_homo_ev": -8.3,
  "homo_lumo_gap_ev": 8.55,
  "e_lumo_ha": 0.0092,
  "relative_energy_kj_mol": 95.2,
  "spin_multiplicity": 1
}